This record from the Open Molecules 2025 dataset describes a cluster of 8 separate species, C22H64Cl3O28P7 in total in a non-equilibrium geometry. The level of theory is ωB97M-V/def2-TZVPD.

Structure (XYZ):
```
124
Properties=species:S:1:pos:R:3:forces:R:3
Cl -1.536 -2.198 0.247 0.728 0.955 -0.359
Cl 0.536 -0.007 0.541 -0.554 -0.759 -0.537
Cl -1.394 0.064 -1.671 0.841 -0.702 0.718
P -1.923 4.635 0.806 2.813 2.199 0.256
P -3.259 4.187 -5.780 -2.346 0.446 2.281
P 1.551 -2.878 -3.789 1.039 -2.410 -0.561
P 5.992 0.676 2.503 -0.156 -0.495 -0.989
P -5.409 -1.839 -0.728 -0.607 -1.745 1.817
P 2.026 -5.603 1.778 0.490 -0.967 1.242
P 0.476 2.844 5.339 0.089 -1.437 0.389
O -6.989 -1.933 -0.243 2.634 -0.707 -1.016
O -3.364 2.837 -4.886 -0.736 0.325 -1.142
O 1.163 -4.213 -4.730 1.684 2.706 0.828
O -2.036 4.724 2.397 0.538 -2.880 -3.984
O -4.686 4.192 -6.572 1.781 -0.811 2.755
O 2.881 -2.203 -4.450 -2.195 -1.584 0.187
O -3.327 5.390 -4.591 -0.125 -1.402 -2.269
O 2.618 -7.112 1.394 -1.568 4.013 -2.111
O 6.934 0.232 1.271 -3.452 -0.876 0.483
O 0.522 1.585 6.421 -0.910 1.313 -3.052
O 0.367 4.147 5.977 -0.254 0.277 0.024
O 4.536 0.330 1.869 0.374 -0.079 0.116
O -4.849 -0.616 -0.120 0.609 -0.650 -0.968
O -4.791 -3.259 -0.091 0.473 2.938 -0.762
O -3.320 3.868 0.327 0.691 0.373 -0.638
O -0.745 2.565 4.256 3.293 1.049 2.878
O 1.830 2.671 4.452 -3.108 -1.454 0.556
O 0.876 -5.369 0.699 0.354 0.021 0.024
O -1.505 5.905 0.119 -1.744 -2.828 1.014
O 6.312 0.014 3.784 -0.293 1.089 -0.613
O 1.596 -5.406 3.190 0.539 -0.453 -1.708
O -0.904 3.383 0.513 -1.426 1.916 0.508
O -5.304 -2.024 -2.347 -3.362 0.930 3.273
O -2.140 4.274 -6.664 2.084 0.239 -0.989
O 3.223 -4.673 1.309 0.041 1.567 -0.823
O 2.133 -3.533 -2.436 -0.841 -0.763 -0.672
O 0.470 -1.936 -3.506 -0.207 -0.015 0.151
O 6.034 2.303 2.396 -0.095 -1.037 0.960
C -2.171 5.662 -3.769 -0.931 -0.378 0.264
C -0.427 -1.049 -0.591 -0.696 0.132 0.343
C -4.920 5.039 -7.652 -0.637 2.282 -0.847
C 8.320 0.356 1.276 0.099 0.676 0.658
C 6.837 3.166 3.195 0.983 0.972 0.567
C 3.253 0.454 2.585 1.219 0.251 -0.179
C -5.535 -4.444 0.030 -2.183 0.147 0.097
C -2.832 5.644 3.035 0.021 2.888 2.802
C 0.875 1.683 7.787 0.118 0.651 0.537
C -0.835 1.358 3.561 -1.656 -0.219 -1.443
C 0.223 -5.216 -4.332 -0.010 0.472 0.442
C -7.886 -1.287 -1.079 -2.331 1.017 -1.656
C 0.117 3.473 -0.528 -0.379 -1.001 -0.569
C 3.114 -7.952 2.342 0.115 -0.959 2.285
C -4.074 -1.964 -2.942 1.884 -0.629 -1.435
C -3.793 2.721 0.983 0.115 0.229 1.146
C 3.057 -0.806 -4.214 0.987 0.160 0.507
C 3.011 3.166 4.994 1.819 1.720 -1.350
C -2.300 2.192 -4.228 0.927 0.147 1.305
C 0.041 -6.431 0.283 -0.460 -1.411 -0.719
C 3.211 -4.513 -2.441 0.903 0.718 0.991
C 3.157 -3.178 1.099 -1.332 -1.082 1.605
H -4.101 -1.489 -3.922 -0.487 0.294 0.064
H 6.457 4.182 3.086 -0.022 -0.147 -0.369
H -0.180 2.661 -1.192 0.444 -0.295 0.003
H 3.569 -4.843 -3.416 -0.085 0.653 -0.105
H 2.286 -2.913 0.499 0.557 -0.332 -0.983
H -7.472 -0.640 -1.853 0.605 -0.136 0.046
H -6.394 -4.328 -0.632 0.155 -0.874 -0.571
H -3.472 6.357 2.515 -0.150 -0.752 -0.925
H 6.958 3.046 4.272 -1.174 -1.009 0.245
H 3.932 -3.989 -1.814 0.768 -0.076 -0.721
H 0.061 1.309 8.409 0.188 -0.579 -0.196
H -0.524 1.482 2.524 0.510 0.058 0.109
H -3.385 2.732 1.993 -0.301 -0.194 0.216
H 0.273 -1.667 -1.153 -0.215 0.462 -0.319
H -2.418 5.193 -2.816 0.405 -0.101 0.232
H -4.968 -5.367 -0.090 0.234 0.448 -0.357
H -1.303 2.552 -4.481 -0.124 0.246 -0.347
H 3.325 3.782 4.152 0.586 0.651 0.323
H -0.358 -4.864 -3.480 -0.375 0.038 -0.191
H 2.646 -0.438 -3.273 -0.680 -0.241 -0.143
H -2.233 1.104 -4.246 -0.720 -0.114 -1.206
H 0.066 -7.309 0.929 0.131 0.254 0.374
H 7.902 3.157 2.961 -0.047 -0.076 -0.997
H 3.110 -5.423 -1.848 -1.456 0.015 0.007
H 8.706 -0.075 2.200 0.385 0.107 -0.058
H -2.429 2.322 -3.154 -0.059 0.595 0.269
H 1.050 3.236 -0.017 -0.006 0.057 -0.103
H 8.394 1.443 1.251 1.489 -0.024 -0.257
H 0.975 2.715 8.125 0.322 0.160 -0.329
H 1.818 1.143 7.869 -0.211 -0.025 0.549
H 2.700 -0.235 -5.070 0.227 0.034 0.178
H -8.533 -1.987 -1.608 0.234 -0.407 -0.034
H 0.728 -6.119 -3.990 0.215 -0.006 -0.308
H -4.961 4.528 -8.614 0.038 -0.159 0.304
H 0.173 4.364 -1.154 -0.353 0.448 0.832
H -3.352 5.192 3.879 -0.074 -0.245 -0.323
H -8.608 -0.632 -0.592 0.356 -0.090 0.882
H 2.343 -8.707 2.502 0.341 -0.407 0.295
H 4.067 -8.405 2.070 -0.110 0.095 -0.303
H -1.234 5.270 -4.163 -0.085 0.139 -0.201
H 2.545 -0.361 2.432 0.841 -0.675 -0.185
H -6.061 -4.477 0.983 0.495 0.021 0.459
H 4.132 -2.759 0.850 -0.217 -0.577 -0.440
H 2.840 -2.710 2.031 0.454 -0.288 0.523
H 3.517 0.509 3.641 -0.613 0.409 -0.002
H 4.126 -0.750 -4.010 0.114 0.497 -0.700
H -1.923 1.349 3.500 -0.159 -1.393 -0.157
H -2.079 6.308 3.460 -0.266 0.276 0.538
H -3.355 1.841 0.512 -0.020 -0.517 -0.617
H -4.300 5.931 -7.729 1.199 -0.558 0.023
H -5.821 5.622 -7.459 -0.791 -0.844 -0.055
H 0.351 -6.815 -0.689 0.366 0.218 -0.122
H 8.703 -0.178 0.407 0.089 0.360 0.077
H 2.892 3.828 5.852 -0.093 -0.399 0.145
H -0.381 -5.396 -5.222 -0.127 -0.177 0.338
H -2.130 6.735 -3.578 0.132 -0.061 -0.347
H -3.342 -1.415 -2.349 0.109 -0.528 0.031
H -4.881 2.678 0.924 0.090 0.011 -0.253
H 3.846 2.467 5.053 -0.544 -0.635 0.633
H -3.880 -3.015 -3.156 1.166 0.082 0.139
H -1.011 -6.181 0.142 0.150 0.776 0.432
H 2.717 1.288 2.131 0.365 0.535 0.599
H 3.241 -7.383 3.263 0.169 -0.382 0.334
H -0.399 0.448 3.975 -0.058 0.297 0.409
```
Forces are in eV/Å.

2S+1 ... 2
Kohn-Sham gap (spin up / spin down) ... 9.7344 / 2.4215 eV
HOMO (spin up / spin down) ... -11.97 / -11.97 eV
Net charge ... +1